{
  "formula": "C16H14N6O6",
  "method": "ωB97M-V/def2-TZVPD",
  "species": ["O", "N", "O", "C", "C", "C", "C", "C", "C", "O", "C", "C", "C", "O", "C", "C", "C", "N", "O", "O", "C", "C", "C", "N", "N", "C", "N", "N", "H", "H", "H", "H", "H", "H", "H", "H", "H", "H", "H", "H", "H", "H"],
  "coordinates": [[-3.94142, -2.09621, -5.63455], [-3.50363, -2.18186, -4.48028], [-3.63024, -3.08425, -3.71634], [-2.71836, -1.04901, -4.01220], [-1.61058, -0.54924, -4.69425], [-0.79635, 0.42788, -4.12637], [-0.83019, 0.75037, -2.77290], [-1.99145, 0.29880, -2.00648], [-2.85322, -0.60080, -2.65588], [-2.14899, 0.56428, -0.68671], [-2.66619, -0.33594, 0.39608], [-1.56515, -1.36633, 0.68452], [-0.14060, -0.88044, 1.12789], [-0.20392, -0.13240, 2.26127], [1.08581, 0.28110, 2.62451], [1.95795, -0.70898, 3.24551], [3.26991, -0.38130, 3.61234], [4.02468, -1.37316, 4.28998], [3.47221, -2.43011, 4.77115], [5.24320, -1.13942, 4.48859], [3.85183, 0.84973, 3.21216], [2.95345, 1.78860, 2.52552], [1.62844, 1.51758, 2.24813], [0.89747, 2.36816, 1.55864], [1.69800, 2.99234, 0.53128], [1.21983, 2.85924, -0.71344], [0.15684, 2.00148, -1.06362], [0.14887, 1.68224, -2.29245], [-1.54400, -0.91213, -5.67807], [-0.06988, 0.95504, -4.70175], [-3.62488, -1.17939, -2.09548], [-2.92050, 0.27665, 1.25540], [-3.57007, -0.85371, 0.19217], [-2.03617, -1.94646, 1.55845], [-1.53718, -2.01411, -0.13472], [0.51314, -1.72976, 1.38588], [0.36817, -0.45325, 0.26268], [1.48295, -1.54784, 3.62898], [4.90196, 1.01015, 3.51717], [3.31940, 2.81645, 2.33726], [-0.08024, 2.07347, 1.30680], [1.78909, 3.43257, -1.55685]],
  "relative_energy_kj_mol": 0.0,
  "smiles": "O=[N+]([O-])c1ccc2c(c1)OCCCOc1cc([N+](=O)[O-])ccc1N/N=C\\N=N\\2",
  "homo_ev": -8.75,
  "largest_force_ev_per_a": 4.6
}